(1)
63
Properties=species:S:1:pos:R:3:lowdin_charge:R:1 method="wB97M-V/def2-TZVPD" largest_force_ev_per_a=11.641 total_charge=+1 orbital_gap_ev=5.919 relative_energy_kcal_mol=271.9 lumo_energy_ev=-4.867
C 4.146 3.613 3.837 0.074
C 3.648 2.728 2.982 -0.097
C 2.923 1.767 1.878 -0.204
C 1.846 0.844 2.637 -0.301
C 0.665 0.164 1.785 -0.366
Nb 1.047 -0.671 -0.265 1.719
C -1.101 -0.337 -1.024 -0.325
C -2.181 0.049 0.090 -0.186
C -3.681 -0.563 -0.203 -0.253
F -3.699 -1.823 0.547 0.029
F -3.931 -0.818 -1.589 0.068
C -4.743 0.403 0.530 -0.162
F -4.199 0.972 1.766 0.043
F -5.839 -0.456 0.976 0.064
C -5.416 1.535 -0.401 -0.155
F -6.290 0.901 -1.367 0.097
F -6.291 2.328 0.459 0.072
C -4.390 2.575 -1.084 -0.236
F -3.484 2.010 -2.033 0.097
F -3.703 3.365 -0.065 0.044
F -5.203 3.523 -1.830 0.084
C 3.182 -1.383 0.202 -0.332
C 3.478 -1.904 1.664 -0.832
O 4.375 -1.233 2.325 -0.154
I 2.697 -3.608 2.752 0.867
C 0.292 -2.785 0.246 -0.330
C 0.928 -3.953 -0.603 -0.098
C 0.295 -5.330 -0.213 -0.055
C -0.795 -5.389 0.882 -0.124
N -1.385 -4.367 1.712 0.039
C -0.784 -3.123 1.305 -0.209
N 1.738 1.239 -1.034 -0.105
C 0.719 2.228 -1.258 -0.313
C 0.314 2.569 -2.809 0.013
O 0.037 2.868 -0.299 -0.574
C 2.832 1.164 -2.009 -0.430
C 2.855 0.436 -3.450 -0.050
O 3.916 1.805 -1.703 0.028
H 4.526 4.423 4.578 0.065
H 2.338 2.518 1.191 0.068
H 3.746 1.209 1.305 0.103
H 2.306 0.014 3.320 0.125
H 1.320 1.554 3.412 0.100
H 0.241 -0.704 2.449 0.076
H -0.206 0.957 1.777 -0.042
H 1.373 -1.340 -1.950 -0.046
H -1.137 0.326 -1.988 0.048
H -1.442 -1.384 -1.428 0.075
H -1.966 -0.281 1.166 0.089
H -2.262 1.217 0.110 0.081
H 3.940 -0.534 -0.076 0.069
H 3.442 -2.248 -0.543 0.069
H 1.714 -3.784 -1.420 0.078
H 0.615 -6.291 -0.769 0.101
H -1.233 -6.453 1.086 0.115
H -1.216 -2.199 1.878 0.078
H -0.655 3.190 -2.825 0.101
H 0.076 1.561 -3.352 0.096
H 1.182 3.044 -3.400 0.115
H 3.511 1.043 -4.180 0.107
H 1.825 0.146 -3.863 0.067
H 3.427 -0.571 -3.286 0.102
Sr -0.286 3.243 1.472 1.716

***

(2)
67
Properties=species:S:1:pos:R:3:lowdin_charge:R:1 method="wB97M-V/def2-TZVPD" largest_force_ev_per_a=1.359 total_charge=+1 orbital_gap_ev=6.976 relative_energy_kcal_mol=6.3 lumo_energy_ev=-3.514
K 2.642 2.760 2.179 0.882
K 1.477 3.653 -2.304 0.887
C -0.323 1.691 0.551 -0.357
O 0.726 2.500 0.175 -0.574
H -0.014 0.666 0.886 0.053
H -0.872 2.076 1.434 0.044
H -1.052 1.484 -0.251 0.053
C 4.828 -5.274 1.162 -0.049
C 4.282 -3.964 1.655 -0.180
O 3.790 -3.243 0.489 0.054
C 3.511 -1.978 0.672 -0.618
O 3.620 -1.360 1.696 0.114
O 3.011 -1.489 -0.473 0.013
C 2.470 -0.189 -0.382 -0.068
H 5.313 -5.798 1.987 0.088
H 5.566 -5.100 0.382 0.087
H 4.028 -5.904 0.778 0.055
H 5.049 -3.354 2.126 0.123
H 3.448 -4.096 2.341 0.134
H 1.569 -0.160 -0.995 0.080
H 3.172 0.533 -0.814 0.100
H 2.219 0.050 0.638 0.061
C -1.484 3.840 3.467 -0.066
C -1.776 4.926 2.453 -0.221
O -3.043 5.524 2.756 0.046
C -3.380 6.538 1.950 -0.627
O -2.685 6.982 1.072 0.119
O -4.578 6.954 2.284 0.018
C -5.019 8.155 1.633 -0.019
H -2.104 2.959 3.333 0.080
H -1.643 4.219 4.477 0.086
H -0.426 3.598 3.350 0.057
H -1.774 4.517 1.440 0.123
H -0.991 5.686 2.495 0.125
H -5.228 7.970 0.581 0.098
H -4.259 8.928 1.731 0.099
H -5.927 8.438 2.150 0.095
C -3.856 1.631 -1.925 -0.058
C -2.964 0.522 -2.391 -0.220
O -1.709 1.076 -2.800 0.032
C -0.730 0.219 -3.057 -0.610
O -0.803 -0.967 -3.068 0.159
O 0.375 0.930 -3.365 -0.070
C 1.502 0.175 -3.826 -0.027
H -3.415 2.181 -1.098 0.073
H -4.799 1.175 -1.626 0.090
H -4.082 2.318 -2.742 0.085
H -3.427 -0.028 -3.211 0.136
H -2.820 -0.192 -1.577 0.118
H 1.609 -0.742 -3.257 0.092
H 2.371 0.822 -3.731 0.087
H 1.372 -0.043 -4.886 0.109
C -0.672 -2.311 0.130 -0.050
C -0.310 -3.461 -0.771 -0.196
O 0.444 -4.412 0.015 0.043
C 0.737 -5.543 -0.596 -0.629
O 0.315 -5.889 -1.657 0.144
O 1.631 -6.201 0.142 -0.011
C 2.004 -7.461 -0.382 -0.055
H 0.203 -1.856 0.582 0.063
H -1.371 -2.631 0.901 0.089
H -1.174 -1.580 -0.506 0.057
H 0.304 -3.136 -1.615 0.122
H -1.193 -3.946 -1.188 0.132
H 1.125 -8.041 -0.670 0.100
H 2.584 -7.996 0.359 0.092
H 2.607 -7.349 -1.289 0.104

***

(3)
23
Properties=species:S:1:pos:R:3:lowdin_charge:R:1 method="wB97M-V/def2-TZVPD" largest_force_ev_per_a=3.367 total_charge=+1 orbital_gap_ev=1.662 lumo_energy_ev=-7.458
Ca -1.606 -0.252 -0.583 1.654
Ca -1.601 2.364 -5.441 1.657
O 0.249 0.619 -3.132 -0.612
H 1.143 0.245 -3.012 -0.106
C -4.973 4.975 -0.912 -0.038
C -4.067 3.797 -0.907 -0.848
O -3.784 3.416 -2.060 -0.148
O -3.658 3.240 0.099 -0.043
H -4.725 5.763 -1.622 0.073
H -5.034 5.547 0.014 0.075
H -6.007 4.649 -1.028 0.082
C 0.988 -5.285 1.394 0.003
C 0.425 -3.924 0.908 -0.746
O -0.070 -3.033 1.641 -0.113
O 0.338 -3.565 -0.296 -0.111
H 0.146 -5.649 1.983 0.076
H 1.846 -5.049 2.022 0.074
H 1.287 -5.963 0.595 0.073
C 5.829 -0.258 2.096 -1.622
Br 4.612 0.155 0.694 0.563
Br 7.583 -0.951 1.550 0.547
Br 4.976 -1.488 3.357 0.540
H 6.103 0.645 2.643 -0.029

***

(4)
25
Properties=species:S:1:pos:R:3:lowdin_charge:R:1 method="wB97M-V/def2-TZVPD" largest_force_ev_per_a=6.936 total_charge=+1 orbital_gap_ev=6.858 relative_energy_kcal_mol=93.3 lumo_energy_ev=-4.886
C 2.203 -0.923 0.458 -0.315
C -2.686 2.022 0.487 0.012
C -3.065 0.965 -0.201 -0.197
C 1.796 1.001 -0.533 -0.189
C 3.241 1.023 -0.019 -0.110
C -1.861 -1.709 -1.747 -0.156
C -1.249 -1.159 1.510 -0.154
N 1.259 -0.349 -0.206 -0.023
N 3.333 -0.349 0.563 0.044
Si -2.050 -0.714 -0.169 1.060
H 1.798 -1.917 0.937 0.164
H -3.186 2.841 0.190 0.043
H -1.953 1.984 1.183 0.031
H -3.807 1.053 -0.987 0.060
H 1.197 1.831 0.053 0.135
H 1.741 1.117 -1.607 0.095
H 4.063 1.178 -0.709 0.117
H 3.397 1.631 0.833 0.099
H -0.856 -1.812 -2.030 0.016
H -2.403 -2.608 -1.949 0.042
H -2.071 -0.940 -2.505 0.047
H -0.180 -1.363 1.257 -0.002
H -1.144 -0.241 2.102 0.051
H -1.537 -2.081 1.838 -0.001
H 4.021 -0.481 1.250 0.132